The following is a DFT calculation (ωB97M-V/def2-TZVPD) of a cluster of 8 separate species, C48H120N8O16 in total.

- HOMO (eV) = -8.308
- SMILES = COCCNCCOC.COCCNCCOC.COCCNCCOC.COCCNCCOC.COCCNCCOC.COCCNCCOC.COCCNCCOC.COCCNCCOC
- molecular weight (g mol⁻¹) = 1065.5

XYZ file:
```
192
C48H120N8O16 (ωB97M-V/def2-TZVPD)
C -6.0418 -3.3758 -0.0851
O -5.4437 -3.1149 1.2122
C -6.1851 -2.2464 2.0552
C -6.4576 -3.0042 3.3830
N -5.2325 -3.1986 4.2097
C -4.9947 -1.9698 5.0453
C -3.6723 -2.1629 5.8930
O -2.5539 -1.5983 5.0551
C -1.4543 -1.7691 5.8500
H -6.9657 -3.9504 -0.0199
H -5.4504 -4.0206 -0.7351
H -6.2023 -2.5245 -0.7466
H -7.1376 -2.0260 1.5734
H -5.6519 -1.3182 2.2609
H -6.9236 -3.9872 3.3141
H -7.1349 -2.2507 3.7852
H -4.5221 -3.0579 3.5056
H -5.8867 -1.8441 5.6590
H -4.8529 -1.0405 4.4935
H -3.4863 -3.2285 6.0272
H -3.7556 -1.6812 6.8672
H -1.3829 -1.3015 6.8320
H -0.5969 -1.2518 5.4195
H -1.2105 -2.8079 6.0728
C -9.0777 -0.2236 3.1224
O -7.7841 0.5362 3.2326
C -7.8588 1.8071 3.8682
C -6.4990 2.3516 4.1109
N -5.8015 2.6176 2.8738
C -4.4772 3.1064 3.2121
C -3.5780 3.0891 1.9502
O -3.7311 1.9036 1.1601
C -3.1281 0.7838 1.7608
H -9.0588 -1.1274 2.5134
H -9.8340 0.2114 2.4691
H -9.5717 -0.4104 4.0759
H -8.2718 1.7182 4.8730
H -8.4165 2.5522 3.3007
H -5.8835 1.7019 4.7331
H -6.6870 3.3121 4.5906
H -5.8092 1.7205 2.4098
H -4.0230 2.5644 4.0416
H -4.5750 4.1638 3.4580
H -2.5632 3.2130 2.3283
H -3.7901 3.7982 1.1501
H -2.7725 0.1177 0.9747
H -3.7347 0.2047 2.4570
H -2.2771 0.9763 2.4141
C -1.8195 -2.7532 1.4042
O -1.1163 -1.5844 1.0130
C -0.0762 -1.3852 1.8891
C 0.6982 -0.0916 1.5320
N 1.7112 -0.2698 0.4817
C 2.5492 0.9317 0.1408
C 3.2897 1.6186 1.3647
O 4.1937 2.6777 0.8205
C 5.1392 3.0880 1.7818
H -2.6857 -2.8627 0.7516
H -2.4079 -2.4775 2.2793
H -1.2333 -3.6683 1.4873
H 0.6360 -2.2057 1.9762
H -0.6033 -1.1106 2.8028
H 1.2136 0.1610 2.4586
H 0.0188 0.7028 1.2232
H 1.4428 -0.7910 -0.3407
H 1.8681 1.5642 -0.4285
H 3.2999 0.6696 -0.6046
H 3.9560 0.8365 1.7285
H 2.5897 2.0362 2.0885
H 5.9652 3.7060 1.4299
H 5.6710 2.2375 2.2083
H 4.7073 3.7773 2.5073
C -4.8011 3.4848 7.2760
O -3.4923 3.3129 6.7621
C -3.0703 1.9113 6.6227
C -1.7882 1.7731 5.8450
N -0.4013 2.0552 6.4935
C -0.2464 3.4722 6.8276
C 0.2257 4.3079 5.5930
O 1.5043 3.7701 5.1197
C 2.1887 4.7614 4.3383
H -5.2898 4.4569 7.2110
H -4.7768 3.2741 8.3452
H -5.5760 2.7801 6.9740
H -3.9770 1.4558 6.2246
H -3.0534 1.6135 7.6710
H -1.9898 2.4979 5.0562
H -1.7078 0.7813 5.4001
H 0.3141 1.7981 5.8286
H 0.5582 3.6834 7.5319
H -1.1049 3.8562 7.3787
H 0.1818 5.3330 5.9608
H -0.5609 4.0994 4.8678
H 2.9752 4.3058 3.7367
H 2.8744 5.4070 4.8871
H 1.5983 5.5040 3.8015
C 5.6017 -2.4189 -9.0753
O 5.8822 -1.0981 -8.6313
C 5.7579 -0.8279 -7.2438
C 5.4805 0.7122 -7.0320
N 5.6628 1.0313 -5.5749
C 4.9034 2.2509 -5.3259
C 4.9267 2.6531 -3.9116
O 6.2000 2.6573 -3.4181
C 6.3855 2.7513 -2.0487
H 4.5428 -2.6349 -8.9332
H 6.2816 -3.0522 -8.5053
H 5.8264 -2.6044 -10.1256
H 6.7402 -0.9745 -6.7947
H 5.0859 -1.4639 -6.6676
H 4.4560 0.8450 -7.3796
H 6.2109 1.3556 -7.5224
H 6.5744 1.2806 -5.2186
H 3.8870 2.2801 -5.7187
H 5.3328 3.0821 -5.8852
H 4.3323 2.0910 -3.1913
H 4.5142 3.6615 -3.8780
H 5.6452 2.0959 -1.5897
H 6.3557 3.7069 -1.5252
H 7.4272 2.5017 -1.8471
C 1.0629 -9.2989 -4.4665
O 1.2352 -7.9095 -4.4432
C 2.5870 -7.6198 -4.0681
C 2.6491 -6.1120 -3.7156
N 1.4590 -5.5554 -3.1141
C 1.0556 -6.2091 -1.8738
C 2.0944 -6.2105 -0.7516
O 1.4459 -6.5498 0.4835
C 0.3379 -5.6910 1.0069
H 1.8309 -9.8341 -5.0249
H 0.0927 -9.4899 -4.9252
H 0.9496 -9.6990 -3.4589
H 3.3214 -7.8452 -4.8413
H 2.8748 -8.0362 -3.1028
H 2.9311 -5.5273 -4.5912
H 3.4410 -5.8711 -3.0064
H 0.7297 -5.6987 -3.7980
H 0.8049 -7.2402 -2.1230
H 0.1231 -5.7953 -1.4899
H 2.4225 -5.1754 -0.6573
H 2.8905 -6.9192 -0.9801
H -0.5979 -5.8420 0.4687
H 0.7046 -4.6646 0.9917
H 0.0226 -5.8727 2.0343
C 11.0890 9.4563 -4.7398
O 9.8860 8.9278 -5.3979
C 10.0325 7.5992 -5.8055
C 9.4614 6.5381 -4.7786
N 10.2830 6.1137 -3.6240
C 9.5953 5.0771 -2.8655
C 9.7436 5.3605 -1.3136
O 8.8277 4.3910 -0.7642
C 8.8660 4.4990 0.7167
H 11.6673 10.1145 -5.3882
H 11.6981 8.6487 -4.3336
H 10.6259 10.0315 -3.9381
H 11.0626 7.2787 -5.9607
H 9.4489 7.4341 -6.7112
H 9.3748 5.5788 -5.2888
H 8.4523 6.8836 -4.5538
H 10.4070 6.9422 -3.0597
H 10.1274 4.1305 -2.9598
H 8.5429 4.9745 -3.1300
H 9.3537 6.3533 -1.0889
H 10.7958 5.2393 -1.0561
H 8.1659 5.2808 1.0112
H 9.8678 4.5854 1.1373
H 8.4532 3.5354 1.0155
C -3.0004 -2.0105 -2.6124
O -3.8158 -3.2547 -2.7565
C -4.1863 -3.7091 -3.9958
C -5.6407 -4.3636 -3.6497
N -6.6599 -3.3402 -3.4668
C -8.0026 -3.9608 -3.3818
C -8.9148 -2.9277 -2.6684
O -10.2645 -3.4431 -2.4648
C -11.0151 -2.7860 -1.4745
H -2.0392 -2.4197 -2.3016
H -3.3201 -1.4486 -1.7348
H -3.0214 -1.4377 -3.5395
H -3.4638 -4.4884 -4.2384
H -4.2050 -2.9387 -4.7667
H -5.5590 -4.9113 -2.7109
H -6.0305 -4.9709 -4.4666
H -6.6375 -2.6423 -4.1965
H -8.0570 -4.8504 -2.7542
H -8.4375 -4.3410 -4.3061
H -9.1703 -2.0755 -3.2981
H -8.3314 -2.6044 -1.8063
H -10.7231 -3.1113 -0.4760
H -12.0851 -2.8954 -1.6516
H -10.9212 -1.7178 -1.6700
```